ORCA calculation (the ωB97M-V functional and the def2-TZVPD basis) on 12 unconnected molecules or ions with the total composition C35H61N12O13 at a distorted geometry.

- E_tot: -3003.809250 hartree
- Multiplicity: 1
- Orbital gap: 0.14466 hartree
- Energy relative to the best compared isomer or geometry (same formula, charge and spin): 1.916 eV
- Total charge: +1
- LUMO level: -0.1981 Ha
- HOMO: -9.3 eV

Atoms and positions in Å:
C1 4.26500 17.96200 25.17300
C2 3.67400 17.04400 26.31300
C3 4.63900 16.92900 27.44600
C4 4.87700 18.08700 28.36800
C5 3.53300 18.35400 28.95400
C6 2.41500 18.64400 27.93800
N1 2.42500 17.57300 26.94300
O1 1.38300 17.32200 26.18900
C7 2.47000 20.02800 27.20400
C8 1.11000 18.57000 28.75400
C9 3.41300 15.62700 25.71000
H1 4.88100 18.68500 25.57800
H2 3.44700 18.28300 24.44000
H3 5.20600 17.47600 24.85700
H4 5.53000 16.39300 27.04400
H5 4.10200 16.18200 28.23000
H6 5.38600 18.88400 27.75900
H7 5.39900 17.82500 29.20500
H8 3.53300 19.29900 29.59200
H9 3.21800 17.51000 29.76900
H10 3.38400 19.99100 26.69800
H11 2.44600 20.90800 27.90100
H12 1.54600 20.17300 26.65800
H13 1.07800 19.46200 29.15400
H14 1.14900 17.80100 29.47800
H15 0.37900 18.24800 28.02800
H16 3.09800 14.80700 26.37900
H17 4.27200 15.15300 25.20800
H18 2.59800 15.43900 24.90900
N2 -2.63200 20.41200 31.28400
C10 -3.30200 19.38700 30.68400
C11 -2.53000 18.14300 31.01800
C12 -1.26600 18.49300 31.64200
C13 -1.46200 19.97400 31.89800
H19 -2.88200 21.26500 31.08800
H20 -4.39100 19.43600 30.25800
H21 -2.68900 17.24500 30.59300
H22 -0.36100 17.96900 31.98100
H23 -0.71500 20.53200 32.56500
N3 8.02000 15.11600 26.99400
C14 7.75700 14.25100 27.98000
C15 7.76200 15.07600 29.32100
C16 7.96600 16.47400 28.89800
C17 8.13400 16.41700 27.35400
H24 8.23300 15.03500 25.92600
H25 7.58400 13.22600 27.64800
H26 7.71200 14.77300 30.35500
H27 8.12200 17.29900 29.65100
H28 8.42600 17.20100 26.59100
N4 4.34600 23.78000 28.91800
C18 4.61400 22.97100 27.73600
C19 6.07200 23.33000 27.29700
C20 6.50300 24.31800 28.39200
C21 5.35400 24.53600 29.37600
H29 3.47100 23.79100 29.44000
H30 3.87000 22.13400 27.38500
H31 6.66800 22.83900 26.67600
H32 7.59900 24.93500 28.68200
H33 5.42400 25.04900 30.26600
N5 2.30700 11.75200 24.71000
C22 2.43000 12.59200 23.69300
C23 1.45600 13.73600 23.86400
C24 0.72100 13.36500 25.25700
C25 1.40600 12.17300 25.74000
H34 2.85600 10.92200 24.87500
H35 3.32900 12.32300 22.93500
H36 1.46500 14.53400 23.11400
H37 -0.24300 13.86800 25.77700
H38 1.27200 11.63100 26.51600
N6 1.74800 18.22100 19.39300
C26 2.22300 19.06900 20.39600
C27 1.74200 18.37100 21.63200
C28 1.12600 17.03500 21.22900
C29 1.19900 16.99300 19.74900
H39 1.90400 18.39500 18.53400
H40 2.81200 19.89200 20.34400
H41 1.91900 18.76900 22.54000
H42 0.51800 16.27100 21.86700
H43 0.86800 16.25200 18.97500
C30 4.95900 15.65400 21.67400
N7 5.46400 14.22500 21.43100
O2 6.18000 14.08000 20.48100
O3 5.32600 13.40300 22.33000
H44 4.53400 15.90100 20.56900
H45 5.72900 16.18900 21.96100
H46 4.30400 15.46400 22.23600
C31 2.94600 23.08500 23.16600
N8 3.14800 21.84800 24.04500
O4 2.48900 20.91100 23.91100
O5 4.27900 21.86100 24.65200
H47 3.56500 23.82300 23.46200
H48 2.04800 23.50100 23.55300
H49 3.14900 22.87900 22.05700
C32 5.07200 10.83300 28.23900
N9 4.85700 12.09100 28.96600
O6 4.43300 13.05100 28.27300
O7 5.03000 12.23400 30.11100
H50 5.51400 11.03900 27.36200
H51 4.21500 10.29900 28.20600
H52 5.57000 10.18900 29.04200
C33 0.85100 13.38500 29.15000
N10 1.31600 14.66300 29.58700
O8 1.77500 15.47700 28.85900
O9 1.36600 14.86300 30.82800
H53 0.46500 12.83200 29.84800
H54 1.62400 12.97000 28.44900
H55 0.17600 13.72200 28.50200
C34 9.32300 20.49500 24.62400
N11 8.10100 20.25900 25.61200
O10 7.91300 21.08800 26.54700
O11 7.47500 19.16100 25.48900
H56 9.07000 21.30800 24.02400
H57 9.80900 19.69500 24.13800
H58 10.11300 21.05900 25.18600
C35 4.25200 15.03200 32.49000
N12 3.47500 16.17900 32.65800
O12 2.38700 16.06400 33.30200
O13 3.70700 17.23300 32.08100
H59 3.78600 14.32500 32.00400
H60 4.45700 14.78600 33.41200
H61 5.16400 15.30600 31.91400

These are the Mulliken partial charges, in e, on atoms 1 to 99: -1.39, 2.25, -0.69, -0.98, -0.24, 1.49, 1.43, -0.44, -1.89, -2.66, -1.39, 0.59, -0.27, 0.48, 0.11, -0.33, 0.08, 0.68, 0.56, -0.27, 0.60, 0.50, 0.48, 0.85, 0.22, 0.50, 0.19, 0.53, -0.08, 0.03, -0.27, -0.93, -0.05, -0.57, 0.12, 0.30, 0.49, 0.56, 0.33, 0.03, -0.72, -0.42, -0.38, -0.63, 0.34, 0.49, 0.49, 0.40, 0.38, -0.06, 0.04, -0.61, -0.73, -0.30, 0.21, -0.19, 1.04, 0.17, 0.45, 0.01, -0.33, -0.43, -0.21, -1.11, 0.23, 0.27, 0.46, 0.26, 0.93, 0.01, -0.74, -0.50, -0.46, -0.55, 0.01, 0.55, 0.88, 0.43, 0.37, -0.07, 0.89, -0.55, -0.56, 0.21, 0.39, -0.29, -0.93, 0.75, -0.41, -0.43, 0.41, 0.37, 0.26, -0.95, 0.84, -0.36, -0.53, 0.32, 0.37

=====

ORCA calculation (the ωB97M-V functional and the def2-TZVPD basis) on a molecular structure, C35H61N7O7SSiTl.

- E_tot: -3140.122735 hartree
- Multiplicity: 1
- Orbital gap: 0.25149 hartree
- Total charge: +1
- LUMO level: -0.1305 Ha
- HOMO: -10.4 eV

Atoms and positions in Å:
Tl1 0.95566 -0.04810 -0.30246
N1 1.10160 2.68231 0.27928
C1 0.02968 3.35434 1.03671
C2 -1.36067 3.06755 0.47918
C3 -1.66680 1.56951 0.31444
O1 -2.36544 1.20172 -0.64501
O2 -1.17275 0.79442 1.19736
H1 2.00707 3.00685 0.59673
H2 1.03832 2.91402 -0.71019
H3 0.18262 4.43870 1.06763
H4 0.06962 2.98459 2.06125
H5 -1.51309 3.55838 -0.48286
H6 -2.09799 3.47520 1.17527
N2 3.98117 -0.19719 1.50845
N3 5.13088 -0.04351 0.75228
C4 5.08949 0.03512 -0.60453
N4 6.27840 0.06325 -1.21301
N5 3.89840 0.05445 -1.18130
N6 3.81751 0.15284 -2.54384
O3 2.72981 -0.10814 -3.01517
O4 4.77792 0.50274 -3.24824
H7 3.94371 0.49877 2.23780
H8 3.91289 -1.13303 1.88293
H9 6.02552 -0.19439 1.18456
H10 7.14215 -0.02138 -0.70735
H11 6.27602 0.22220 -2.20765
O5 -0.91400 -4.60415 -1.05783
C5 -0.98542 -3.36113 -0.61560
O6 -0.10934 -2.86004 0.05819
C6 -2.24601 -2.59787 -1.02651
N7 -3.24632 -3.52945 -1.57665
C7 -3.72045 -3.01918 -2.87989
C8 -2.49227 -2.30955 -3.42693
C9 -1.92415 -1.62454 -2.18188
H12 -2.58580 -2.03368 -0.15791
H13 -4.00513 -3.71310 -0.93600
H14 -1.79461 -4.74829 -1.48427
H15 -4.54873 -2.31389 -2.76443
H16 -4.05355 -3.84373 -3.50748
H17 -2.73279 -1.60811 -4.22407
H18 -1.78184 -3.03927 -3.82482
H19 -2.41665 -0.67436 -1.97813
H20 -0.85623 -1.42355 -2.25614
O7 0.24286 1.42567 -2.42098
S1 -0.71984 2.38411 -3.06620
C10 -1.71461 1.50160 -4.31378
C11 -1.00926 0.69824 -5.37854
C12 -1.48692 0.76779 -6.68536
C13 -0.90562 0.01803 -7.69868
C14 0.17968 -0.80171 -7.42427
C15 0.67842 -0.86134 -6.12972
C16 0.08536 -0.12575 -5.11154
C17 0.31464 3.36861 -4.22936
C18 1.32452 4.10226 -3.39294
C19 0.92905 5.18623 -2.60732
C20 1.83170 5.81730 -1.76241
C21 3.14147 5.36165 -1.68166
C22 3.54041 4.27743 -2.45297
C23 2.63703 3.65238 -3.30383
H21 -2.29119 2.31293 -4.76710
H22 -2.40502 0.90035 -3.71689
H23 -2.33194 1.40877 -6.91544
H24 -1.30014 0.07577 -8.70606
H25 0.63901 -1.38257 -8.21489
H26 1.53802 -1.48065 -5.89907
H27 0.50596 -0.16019 -4.11760
H28 -0.36222 4.05039 -4.74923
H29 0.77301 2.67053 -4.92805
H30 -0.09554 5.54177 -2.66299
H31 1.50952 6.66591 -1.17174
H32 3.85016 5.85865 -1.02977
H33 4.56149 3.91910 -2.40153
H34 2.95428 2.81166 -3.90894
C24 -1.78254 1.32776 4.24478
C25 -0.56588 0.43984 4.55102
C26 -0.42602 0.31306 6.08096
C27 0.68568 1.09843 3.94308
Si1 -0.81032 -1.30198 3.87857
C28 -2.54213 -1.95823 3.52455
C29 -3.23821 -2.10024 4.89496
C30 -2.49018 -3.33037 2.83198
C31 -3.35988 -0.99920 2.63264
C32 0.58142 -2.56148 4.12398
C33 0.11482 -3.51836 5.24103
C34 1.90317 -1.91990 4.57200
C35 0.86552 -3.34863 2.83121
H35 -1.58752 2.32516 4.65345
H36 -2.68999 0.95126 4.72416
H37 -1.94393 1.41659 3.17142
H38 -0.27818 1.31690 6.48962
H39 0.42492 -0.29703 6.38916
H40 -1.32821 -0.10193 6.54194
H41 0.71473 2.14084 4.27469
H42 0.64670 1.09721 2.84825
H43 1.60659 0.62312 4.28175
H44 -2.75873 -2.84741 5.53458
H45 -4.26649 -2.42506 4.71370
H46 -3.28350 -1.15206 5.43858
H47 -2.01660 -4.09846 3.44318
H48 -1.96746 -3.27751 1.87581
H49 -3.51904 -3.65325 2.64676
H50 -3.74807 -0.15584 3.20482
H51 -4.22314 -1.55078 2.24519
H52 -2.79533 -0.59132 1.79277
H53 -0.03293 -3.00065 6.19494
H54 0.89659 -4.26984 5.38996
H55 -0.80363 -4.04970 4.99293
H56 1.81656 -1.37585 5.51243
H57 2.30653 -1.24748 3.81360
H58 2.63060 -2.72208 4.72893
H59 0.04905 -4.01512 2.55856
H60 1.75343 -3.96875 2.99464
H61 1.04889 -2.70388 1.97035

These are the Mulliken partial charges, in e, on atoms 1 to 99: 1.16, 0.47, -0.27, -0.76, -0.33, -0.78, 0.40, 0.21, -0.71, 0.49, -0.23, 0.30, 0.54, -0.21, -0.41, 0.44, -0.34, -0.20, 0.94, -0.48, -0.78, 0.24, 0.22, 0.17, 0.15, 0.23, -0.59, -0.43, -0.32, 1.86, -0.65, -0.94, -0.42, 0.59, -0.59, 0.21, 0.43, 0.34, 0.44, 0.28, 0.32, -0.02, -0.47, -0.74, 0.78, -1.49, 0.60, -0.64, -0.66, -0.51, -0.89, 0.47, -1.51, 0.06, -0.02, -0.71, -0.48, -0.72, 0.00, 0.66, 0.35, 0.41, 0.39, 0.40, 0.47, 0.32, 0.64, 0.53, 0.39, 0.45, 0.42, 0.44, 0.34, -1.83, 2.83, -1.66, -2.06, -1.61, 2.77, -1.84, -1.83, -1.50, 3.00, -1.91, -1.53, -2.16, 0.66, 0.39, 0.07, 0.50, 0.32, 0.37, 0.63, 0.20, 0.43, 0.36, 0.51, 0.38, 0.40